# 1
Formula: C12H34F3N2O14S
Source: the OMol25 dataset
Level of theory: ωB97M-V/def2-TZVPD

Positions of all 66 atoms, in Å:
C -3.222 -0.431 0.502
F -3.640 -1.076 1.620
F -4.015 -0.648 -0.548
F -3.338 0.929 0.642
S -1.408 -1.043 -0.010
O -0.658 -0.709 1.100
O -1.555 -2.522 -0.238
O -0.933 -0.297 -1.203
C 4.782 -0.531 -0.637
C 6.137 -0.047 -1.298
O 5.973 0.970 -2.243
O 4.289 0.390 0.397
H 5.101 -1.421 -0.095
H 3.982 -0.673 -1.364
H 6.642 -0.827 -1.868
H 6.891 0.318 -0.601
H 6.752 0.872 -2.795
H 3.512 -0.079 0.711
C 1.510 -6.187 2.477
C 1.452 -7.103 1.220
O 1.001 -6.407 0.081
O 0.185 -5.733 2.647
H 2.229 -5.368 2.489
H 1.809 -6.789 3.335
H 0.717 -7.885 1.411
H 2.351 -7.643 0.923
H 0.404 -5.777 0.491
H 0.009 -5.008 2.043
C -2.434 -1.393 -6.632
C -2.690 -2.939 -6.676
O -1.616 -3.628 -7.218
O -2.252 -0.781 -7.933
H -1.540 -1.016 -6.137
H -3.280 -0.964 -6.094
H -3.634 -3.184 -7.162
H -3.000 -3.296 -5.693
H -0.803 -3.415 -6.753
H -3.108 -1.058 -8.266
C 2.438 4.620 -4.629
C 1.246 4.167 -3.787
O 1.580 3.548 -2.513
O 3.396 5.402 -3.771
H 2.014 5.202 -5.448
H 2.859 3.815 -5.231
H 0.701 3.494 -4.448
H 0.563 5.011 -3.697
H 1.095 2.720 -2.493
H 3.524 6.291 -4.109
C -5.174 5.266 4.801
C -4.009 4.293 5.047
O -2.881 4.555 4.282
O -5.724 4.968 3.524
H -4.624 6.201 4.691
H -5.924 5.264 5.593
H -4.366 3.293 4.803
H -3.768 4.277 6.110
H -2.215 4.177 4.860
H -5.014 5.134 2.900
C 0.267 0.600 6.363
O 0.359 1.750 5.956
N -0.153 -0.489 5.783
N 0.398 0.269 7.590
H -0.055 -0.486 4.777
H -0.164 -1.292 6.395
H 0.584 1.058 8.193
H 0.445 -0.709 7.838

The frontier orbital gap is 8.20 eV. The value obtained for the HOMO energy is -6.0 eV. Its total charge is -1.


# 2
Formula: C12H34N2O14
Source: the OMol25 dataset
Level of theory: ωB97M-V/def2-TZVPD

Positions of all 62 atoms, in Å:
C -0.131 -0.371 -5.726
O 0.186 0.688 -4.866
H 0.344 -0.232 -6.698
H 0.282 -1.263 -5.255
H -1.172 -0.531 -6.005
H 0.593 1.362 -5.417
C 3.314 -0.652 5.149
O 4.535 0.200 5.171
H 2.872 -0.818 4.166
H 3.324 -1.536 5.787
H 2.520 -0.163 5.714
H 4.541 0.556 6.062
C 1.333 4.510 0.911
O 1.218 5.771 1.569
H 2.395 4.452 0.671
H 1.116 3.671 1.573
H 0.703 4.382 0.031
H 0.306 5.802 1.869
C -0.644 -9.109 -2.242
O -1.409 -10.185 -1.731
H -0.589 -8.247 -1.576
H 0.283 -9.680 -2.288
H -0.980 -8.658 -3.176
H -1.233 -10.256 -0.790
C -7.781 -3.261 -2.021
N -6.877 -2.483 -2.972
O -6.016 -3.009 -3.667
O -7.024 -1.311 -2.823
H -8.746 -2.756 -2.051
H -7.242 -3.328 -1.076
H -7.813 -4.299 -2.352
C -1.855 -1.150 -0.728
N -1.466 -2.389 0.042
O -0.431 -2.262 0.710
O -2.019 -3.439 -0.098
H -1.881 -1.539 -1.746
H -1.099 -0.416 -0.448
H -2.867 -0.894 -0.414
C 5.008 -0.124 -1.927
O 6.084 0.763 -1.920
C 6.373 1.333 -3.019
O 5.886 1.081 -4.126
O 7.433 2.111 -2.790
C 7.949 3.013 -3.813
H 4.157 0.056 -2.584
H 4.620 -0.063 -0.910
H 5.305 -1.173 -1.894
H 7.254 3.271 -4.613
H 8.742 2.416 -4.264
H 8.451 3.884 -3.390
C -3.529 1.762 4.096
O -2.959 2.611 5.132
C -3.125 3.890 5.048
O -3.314 4.528 4.021
O -2.837 4.476 6.263
C -2.766 5.871 6.438
H -4.607 1.620 4.171
H -3.154 0.761 4.310
H -3.258 2.037 3.077
H -3.401 6.340 5.687
H -1.727 6.190 6.353
H -3.176 6.191 7.396

The frontier orbital gap is 10.15 eV. The value obtained for the HOMO energy is -10.1 eV. As for the energy above the lowest of the compared OMol25 structures with the same formula, charge and spin: 2.683 eV. The SMILES is C[N+](=O)[O-].C[N+](=O)[O-].COC(=O)OC.COC(=O)OC.CO.CO.CO.CO.


# 3
Formula: C12H34N5O6Tl
Source: the OMol25 dataset
Level of theory: ωB97M-V/def2-TZVPD

Positions of all 58 atoms, in Å:
Tl -0.256 -1.044 0.198
C -2.940 1.543 3.377
C -2.048 0.371 3.809
O -1.149 -0.056 2.879
H -3.360 2.037 4.253
H -3.696 1.393 2.606
H -2.339 2.374 3.006
H -2.647 -0.467 4.164
H -1.324 0.809 4.497
C 3.684 -1.262 3.239
C 3.670 -1.686 1.827
O 2.377 -1.824 1.332
H 3.491 -0.193 3.326
H 4.605 -1.551 3.744
H 2.871 -1.681 3.832
H 4.204 -2.617 1.637
H 4.217 -0.885 1.329
C 0.618 -3.202 -4.278
C -0.536 -3.204 -3.254
O -0.833 -1.990 -2.589
H 0.588 -4.069 -4.938
H 1.605 -3.335 -3.834
H 0.684 -2.260 -4.821
H -0.194 -3.938 -2.524
H -1.369 -3.712 -3.741
C 0.412 3.705 1.839
C 0.160 2.437 1.022
C -0.173 2.722 -0.437
O -0.443 1.546 -1.184
C -0.440 1.634 -2.575
N 1.337 1.684 1.096
H -0.395 4.437 1.863
H 1.253 4.165 1.321
H 0.635 3.446 2.873
H -0.627 1.815 1.449
H 0.642 3.262 -0.917
H -0.987 3.446 -0.448
H 0.409 1.933 -3.189
H -1.215 2.372 -2.779
H -0.864 0.719 -2.989
H 1.640 1.478 2.037
H 2.097 1.986 0.503
C 2.578 -0.743 -2.268
O 1.835 -0.112 -1.538
N 2.764 -0.438 -3.539
N 3.280 -1.779 -1.915
H 2.677 0.529 -3.819
H 3.604 -0.938 -3.792
H 3.148 -2.130 -0.978
H 3.863 -2.278 -2.572
C -4.168 -0.459 0.046
O -3.071 -0.365 -0.388
N -5.223 -0.228 -0.608
N -4.407 -0.918 1.232
H -6.156 -0.081 -0.251
H -5.047 -0.043 -1.585
H -5.342 -1.027 1.598
H -3.699 -1.331 1.822

The frontier orbital gap (alpha / beta) is 6.85 / 6.93 eV. As for the multiplicity: 2. The value obtained for the HOMO energy (alpha / beta) is -11.2 / -11.2 eV. Its total charge is +1.


# 4
Formula: C12H34N8O17
Source: the OMol25 dataset
Level of theory: ωB97M-V/def2-TZVPD

Positions of all 71 atoms, in Å:
C -4.039 -4.538 -28.203
N -2.951 -4.993 -29.117
O -1.832 -5.088 -28.642
O -3.263 -5.310 -30.252
H -3.636 -4.376 -27.210
H -4.766 -5.342 -28.109
H -4.495 -3.656 -28.641
C -0.681 2.731 -25.117
N -1.447 3.910 -24.620
O -0.824 4.933 -24.421
O -2.652 3.757 -24.473
H 0.063 3.015 -25.851
H -1.329 1.959 -25.507
H -0.226 2.234 -24.259
C 0.177 -7.886 -25.171
N -1.106 -7.123 -25.075
O -1.111 -6.128 -24.383
O -2.060 -7.535 -25.699
H 0.713 -7.751 -24.241
H 0.699 -7.486 -26.037
H -0.086 -8.921 -25.364
C -2.297 0.527 -27.902
N -0.978 -0.133 -27.671
O -0.186 0.416 -26.924
O -0.846 -1.251 -28.122
H -3.075 0.016 -27.346
H -2.424 0.515 -28.982
H -2.284 1.557 -27.558
C -1.484 -2.560 -24.640
N -2.651 -1.706 -24.979
O -2.566 -0.497 -24.906
O -3.650 -2.295 -25.333
H -0.821 -2.757 -25.480
H -1.985 -3.396 -24.161
H -0.800 -2.063 -23.951
C -3.994 -3.598 -20.297
N -2.682 -3.907 -20.920
O -2.050 -3.039 -21.478
O -2.302 -5.052 -20.818
H -4.131 -2.522 -20.412
H -3.768 -3.763 -19.245
H -4.863 -4.070 -20.734
C 2.503 -1.761 -26.187
N 3.486 -0.653 -26.387
O 4.279 -0.434 -25.497
O 3.337 0.026 -27.377
H 1.510 -1.394 -26.419
H 2.558 -2.242 -25.216
H 2.883 -2.495 -26.904
C -5.732 -0.646 -23.678
N -6.375 -1.983 -23.570
O -7.502 -2.053 -23.999
O -5.804 -2.833 -22.937
H -5.979 -0.176 -24.623
H -4.685 -0.741 -23.426
H -6.212 0.012 -22.952
C 4.096 -2.400 -30.029
C 2.641 -2.653 -29.687
O 2.581 -3.845 -28.940
C 1.253 -4.216 -28.582
C 1.112 -4.919 -27.231
H 4.467 -3.020 -30.850
H 4.191 -1.389 -30.438
H 4.801 -2.489 -29.203
H 2.327 -1.778 -29.107
H 2.132 -2.631 -30.657
H 0.581 -3.351 -28.526
H 0.852 -4.833 -29.387
H 0.112 -5.342 -27.145
H 1.375 -4.367 -26.332
H 1.797 -5.771 -27.320

The frontier orbital gap is 9.27 eV. The value obtained for the HOMO energy is -9.9 eV. The SMILES is C[N+](=O)[O-].C[N+](=O)[O-].C[N+](=O)[O-].C[N+](=O)[O-].C[N+](=O)[O-].C[N+](=O)[O-].C[N+](=O)[O-].C[N+](=O)[O-].CCOCC.


# 5
Formula: C12H35BaN2O12
Source: the OMol25 dataset
Level of theory: ωB97M-V/def2-TZVPD

Positions of all 62 atoms, in Å:
Ba 1.068 0.601 3.081
N 1.295 -1.217 0.390
O 0.321 -1.338 1.198
O 1.373 -1.895 -0.605
O 2.152 -0.336 0.678
C -3.826 1.030 3.164
C -2.321 1.232 3.088
C -1.861 2.216 4.141
O -0.539 2.711 3.860
C -0.257 3.923 4.564
N -1.607 -0.091 3.186
H -4.161 0.757 4.169
H -4.136 0.219 2.506
H -4.352 1.939 2.868
H -2.091 1.602 2.085
H -1.886 1.693 5.104
H -2.563 3.050 4.081
H -0.780 4.758 4.091
H 0.806 4.136 4.445
H -0.515 3.853 5.619
H -2.056 -0.732 2.535
H -1.834 -0.476 4.105
C 0.517 1.051 -3.149
C 0.867 1.448 -4.549
O -0.356 1.858 -5.150
O 1.708 0.689 -2.453
H -0.185 0.215 -3.135
H 0.017 1.915 -2.692
H 1.327 0.622 -5.102
H 1.597 2.266 -4.530
H -0.179 2.168 -6.042
H 1.512 0.010 -1.800
C -0.679 -4.616 2.515
C -0.520 -5.180 1.135
O 0.650 -4.720 0.453
O -1.107 -3.253 2.525
H 0.247 -4.724 3.090
H -1.436 -5.210 3.034
H -1.396 -4.967 0.515
H -0.393 -6.260 1.213
H 0.557 -3.787 0.229
H -0.464 -2.733 2.025
C -0.597 2.817 -0.155
C 0.900 2.902 -0.022
O 1.266 2.801 1.378
O -1.002 1.468 -0.038
H -0.845 3.274 -1.121
H -1.064 3.467 0.599
H 1.247 3.835 -0.464
H 1.368 2.072 -0.557
H 2.098 3.272 1.492
H -1.883 1.372 -0.412
C 2.197 -2.067 -4.023
C 2.951 -1.656 -5.233
O 2.149 -1.736 -6.413
O 1.823 -3.432 -4.183
H 1.287 -1.469 -3.914
H 2.851 -1.916 -3.159
H 3.811 -2.330 -5.359
H 3.345 -0.644 -5.182
H 1.730 -2.603 -6.395
H 1.855 -3.855 -3.323

The frontier orbital gap is 7.57 eV. The value obtained for the HOMO energy is -11.3 eV. Its total charge is +1.


# 6
Formula: C12H36Br4HfO16P4
Source: the OMol25 dataset
Level of theory: ωB97M-V/def2-TZVPD

Positions of all 73 atoms, in Å:
Hf -0.103 0.062 -0.170
Br 1.203 -0.923 -2.371
Br -2.073 1.580 -1.648
Br -0.099 2.059 1.938
Br 0.560 -2.158 1.574
C 4.291 -2.273 0.808
O 4.385 -1.015 0.063
P 3.633 0.235 0.682
O 2.178 0.274 0.514
O 4.419 1.450 -0.011
C 5.816 1.638 0.092
O 4.086 0.312 2.219
C 3.511 1.335 3.072
H 5.314 -2.633 0.706
H 3.583 -2.941 0.327
H 4.054 -2.163 1.863
H 6.292 1.596 -0.893
H 6.454 1.059 0.757
H 5.919 2.705 0.318
H 4.127 1.595 3.929
H 2.632 0.838 3.483
H 3.197 2.204 2.501
C 4.095 2.998 -3.221
O 2.996 2.191 -2.763
P 1.890 2.873 -1.835
O 0.950 1.968 -1.177
O 2.707 3.774 -0.803
C 1.998 4.865 -0.197
O 1.236 3.939 -2.808
C 0.111 3.613 -3.640
H 3.927 4.054 -3.001
H 4.249 2.761 -4.267
H 4.943 2.774 -2.571
H 2.557 5.797 -0.291
H 1.989 4.701 0.882
H 0.973 4.976 -0.538
H -0.783 3.560 -3.023
H 0.270 2.653 -4.131
H -0.033 4.378 -4.399
C -1.915 -0.580 4.227
O -2.899 -1.134 3.338
P -3.219 -0.292 2.024
O -2.132 -0.134 1.050
O -4.472 -1.113 1.422
C -5.625 -1.375 2.210
O -3.845 1.079 2.530
C -4.719 1.831 1.671
H -2.318 -0.367 5.215
H -1.339 0.261 3.834
H -1.180 -1.383 4.348
H -5.347 -1.887 3.133
H -6.250 -2.060 1.638
H -6.206 -0.479 2.422
H -4.576 1.586 0.621
H -4.444 2.877 1.812
H -5.742 1.729 2.029
C -0.164 -4.262 -1.877
O -1.480 -4.279 -1.292
P -2.284 -2.894 -1.287
O -1.460 -1.775 -0.836
O -2.747 -2.694 -2.796
C -3.659 -3.679 -3.345
O -3.609 -3.287 -0.507
C -3.663 -4.247 0.524
H 0.244 -5.254 -2.043
H 0.511 -3.744 -1.192
H -0.203 -3.654 -2.782
H -3.932 -3.344 -4.341
H -4.572 -3.903 -2.794
H -3.047 -4.585 -3.361
H -4.429 -4.989 0.278
H -3.977 -3.849 1.490
H -2.755 -4.832 0.664

The frontier orbital gap is 8.78 eV. The value obtained for the HOMO energy is -8.1 eV. As for the energy above the lowest of the compared OMol25 structures with the same formula, charge and spin: 1.441 eV.


# 7
Formula: C12H36BrO6
Source: the OMol25 dataset
Level of theory: ωB97M-V/def2-TZVPD

Positions of all 55 atoms, in Å:
Br 1.326 -0.206 -0.417
C 7.204 2.623 4.458
C 6.313 1.985 3.364
O 5.821 0.699 3.752
H 7.490 3.636 4.176
H 8.167 2.174 4.702
H 6.634 2.679 5.385
H 6.856 1.927 2.421
H 5.491 2.625 3.045
H 5.243 0.452 3.027
C -2.191 -5.864 0.521
C -2.866 -6.597 1.692
O -1.932 -6.893 2.689
H -2.980 -5.706 -0.214
H -1.342 -6.385 0.078
H -1.927 -4.889 0.930
H -3.260 -7.529 1.286
H -3.661 -5.967 2.089
H -2.359 -7.452 3.341
C 2.159 -1.845 -8.942
C 1.717 -1.255 -7.578
O 2.270 -2.096 -6.601
H 3.207 -1.594 -9.104
H 1.712 -1.309 -9.779
H 1.881 -2.885 -9.118
H 0.634 -1.352 -7.503
H 2.057 -0.221 -7.521
H 1.958 -1.823 -5.735
C 1.837 6.569 1.907
C 0.447 6.038 2.103
O 0.569 4.777 2.707
H 1.862 7.567 1.468
H 2.343 5.903 1.208
H 2.375 6.708 2.845
H -0.008 5.826 1.136
H -0.241 6.607 2.728
H 0.707 4.118 2.022
C -3.130 0.212 5.020
C -2.446 -1.205 5.137
O -1.094 -1.061 4.920
H -2.770 0.976 5.709
H -4.205 0.078 5.146
H -2.946 0.567 4.007
H -2.885 -1.935 4.457
H -2.673 -1.628 6.116
H -0.992 -0.869 3.985
C -5.485 0.562 -4.802
C -4.257 0.219 -3.977
O -4.317 0.801 -2.670
H -6.415 0.268 -4.316
H -5.423 0.051 -5.763
H -5.538 1.624 -5.039
H -3.323 0.557 -4.425
H -4.130 -0.855 -3.836
H -3.485 0.596 -2.237

The frontier orbital gap is 6.36 eV. The value obtained for the HOMO energy is -3.9 eV. As for the energy above the lowest of the compared OMol25 structures with the same formula, charge and spin: 2.739 eV. Its total charge is -1.